Density functional theory data (ωB97M-V/def2-TZVPD) for a cluster of 2 separate species, C4H9N3 in total.

XYZ file:
```
16
Properties=species:S:1:pos:R:3:forces:R:3
C 1.34488 0.29226 0.58700 1.5 0.8 0.8
C 0.79430 -1.11487 0.57501 0.6 0.8 0.1
N 1.70664 -2.09248 0.17263 -1.7 -1.5 -1.2
C -0.48773 -1.33473 0.75637 -0.5 0.3 -0.8
N -1.70584 -1.45043 0.87924 1.0 -0.1 2.1
H 1.56925 0.65181 1.69627 -0.2 -0.6 -2.4
H 2.31846 0.39768 -0.13608 -2.5 -0.3 1.9
H 0.52184 0.87488 0.17468 0.5 0.7 0.1
H 1.19661 -2.97323 0.18316 0.8 -0.2 -0.1
H 2.56584 -2.15725 0.64720 0.9 0.1 0.9
H -2.34973 -1.22779 0.16284 -0.4 -0.1 -1.4
C -2.14536 1.26383 -1.03068 -1.5 -0.1 1.0
N -2.38700 1.91687 0.00257 1.2 1.8 2.9
H -1.39825 0.53948 -1.09015 1.7 -1.0 -0.7
H -2.99563 1.28370 -1.66709 -0.2 -0.2 -1.5
H -1.65221 1.92726 0.79499 -1.1 -0.5 -1.8
```
Positions in Å, forces in eV/Å.

Output
- 2S+1: 1
- Energy relative to the best compared isomer or geometry (same formula, charge and spin): 87.5 kcal/mol
- HOMO: -7.67 eV
- Strongest force on any atom: 3.59 eV/A
- HOMO-LUMO gap: 8.538 eV
- Net charge: 0



Density functional theory data (ωB97M-V/def2-TZVPD) for a cluster of 2 separate species, C4H6NO2 in total.

XYZ file:
```
13
Properties=species:S:1:pos:R:3:forces:R:3
C -1.58317 -1.24863 2.45226 -1.0 -1.4 -0.3
C -0.56050 -1.24569 1.75282 -1.0 0.7 0.4
C -0.36049 0.97409 -1.29517 -2.1 -0.4 2.4
C 0.50138 -1.03527 0.94781 1.8 -0.6 -0.4
N 1.86060 1.57375 -1.11108 4.0 3.3 1.4
O 2.04950 0.59555 -1.82331 -0.5 -2.7 -1.6
O 0.54858 1.81100 -0.62502 -2.9 -0.7 0.0
H -2.61014 -1.64418 2.63540 1.5 0.9 0.0
H -1.36349 0.98838 -0.67324 1.7 0.1 -1.2
H 0.01223 -0.06150 -1.24628 -0.3 0.3 -0.5
H -0.55185 1.28549 -2.31127 -0.1 0.0 -0.5
H 1.00470 -1.90206 0.47199 -0.5 0.6 0.3
H 1.05264 -0.09094 0.82508 -0.7 -0.2 0.1
```
Positions in Å, forces in eV/Å.

Output
- 2S+1: 3
- Energy relative to the best compared isomer or geometry (same formula, charge and spin): 73.4 kcal/mol
- HOMO (alpha / beta): -0.37 / -2.71 eV
- Strongest force on any atom: 5.39 eV/A
- HOMO-LUMO gap (alpha / beta): 4.067 / 5.261 eV
- Net charge: -1



Density functional theory data (ωB97M-V/def2-TZVPD) for an isolated molecule of C13H16OSe.

XYZ file:
```
31
Properties=species:S:1:pos:R:3:forces:R:3
C 3.91868 -0.55739 0.25656 -1.9 0.4 0.9
C 3.50953 0.07374 1.47108 1.1 0.1 -0.4
C 2.99447 -1.16737 -0.54454 1.9 -0.7 -1.0
C 2.24919 -0.06326 1.88152 -2.0 -0.1 -1.0
C 1.66348 -1.37773 -0.13166 -0.1 -1.6 -0.2
C 1.29281 -0.80872 1.09370 0.3 0.9 0.2
C 0.94505 -2.44809 -0.78556 0.9 2.0 0.3
C -0.21618 -2.91982 -0.26851 -0.2 -0.8 0.0
C -0.92758 -2.32596 0.72942 -0.3 0.3 1.1
C -1.08199 1.43830 -1.71656 -2.0 -2.8 -0.6
C -3.48918 1.41557 -0.62346 1.0 -0.7 -1.3
C -1.49318 2.32118 0.66554 -2.4 0.6 -1.9
C -1.93254 1.23994 -0.39479 -0.5 1.2 -0.4
O -1.70524 -0.04656 0.08498 0.1 0.0 0.2
Se -0.50737 -0.77745 1.48213 0.1 0.6 0.5
H 4.94077 -0.57563 0.09564 1.8 0.1 -1.0
H 4.15849 0.73893 2.05857 0.0 -0.7 -0.4
H 3.36015 -1.67828 -1.48505 -0.6 0.6 1.1
H 1.94600 0.50648 2.72233 -0.6 0.2 0.8
H 1.43733 -2.80510 -1.67037 -0.2 -0.6 -0.1
H -0.63032 -3.85914 -0.56826 -0.1 -0.4 -0.7
H -1.90296 -2.54538 1.08487 -0.6 -1.1 -0.2
H -1.14990 2.48375 -2.06316 0.5 -0.6 0.0
H -0.08856 0.94633 -1.56831 -0.5 1.1 -0.1
H -1.59250 0.67430 -2.51609 1.1 2.1 1.6
H -3.66022 2.32617 -1.22256 -0.1 -0.3 0.2
H -3.84965 1.57209 0.35918 -0.9 0.1 0.9
H -4.04289 0.53467 -1.09747 1.1 1.1 0.6
H -0.48847 2.13039 0.75964 2.7 0.3 0.3
H -1.72323 3.36761 0.26510 0.5 -1.4 0.7
H -1.93400 2.18644 1.64608 -0.5 -0.1 0.1
```
Positions in Å, forces in eV/Å.

Output
- 2S+1: 1
- Energy relative to the best compared isomer or geometry (same formula, charge and spin): 58.1 kcal/mol
- HOMO (alpha / beta): -7.36 / -7.36 eV
- Strongest force on any atom: 3.49 eV/A
- HOMO-LUMO gap (alpha / beta): 7.322 / 7.321 eV
- Net charge: 0



Density functional theory data (ωB97M-V/def2-TZVPD) for a cluster of 2 separate species, C9H14 in total.

XYZ file:
```
23
Properties=species:S:1:pos:R:3:forces:R:3
C 1.55966 2.46752 0.06204 -1.1 0.4 0.9
C 1.38260 2.45607 1.61288 1.1 -0.6 -0.8
H 1.44113 1.49496 -0.40607 -0.1 -0.1 -0.1
H 0.77355 3.16323 -0.26921 0.5 -0.2 -0.6
H 2.53974 2.85218 -0.20769 -0.1 0.0 -0.1
H 0.36002 2.58971 1.97504 0.2 0.3 -0.2
H 1.76158 1.52572 2.04442 0.0 0.1 0.0
H 2.06953 3.24118 1.91964 -0.5 0.2 0.7
C -1.07987 -1.80546 1.68492 1.3 0.4 0.5
C -0.81799 0.16566 -1.54294 0.5 -1.0 1.4
C -0.80666 -0.15796 -0.20791 -0.8 1.3 -0.3
C -0.79535 -0.92496 -2.42358 0.7 1.8 -1.5
C -0.85990 -1.53161 0.25382 0.5 1.1 0.4
C -0.49799 -2.23597 -2.02823 -0.6 -0.5 0.5
C -0.60483 -2.52390 -0.69498 0.1 -1.1 -0.8
H -0.67999 1.18964 -1.86839 -0.5 -0.1 -0.1
H -0.85470 0.69307 0.47620 0.2 -0.6 0.3
H -0.85178 -0.62400 -3.46791 -0.1 -0.6 -0.1
H -0.28404 -2.99252 -2.77916 -0.1 0.1 0.2
H -0.80683 -2.81472 1.98218 -1.0 -0.4 -0.3
H -2.07609 -1.41602 1.94382 0.1 -0.5 0.3
H -0.52581 -3.55139 -0.39584 0.1 -0.3 0.3
H -0.34598 -1.26043 2.33697 -0.6 0.4 -0.7
```
Positions in Å, forces in eV/Å.

Output
- 2S+1: 2
- Energy relative to the best compared isomer or geometry (same formula, charge and spin): 14.1 kcal/mol
- HOMO (alpha / beta): -14.74 / -14.73 eV
- Strongest force on any atom: 2.45 eV/A
- HOMO-LUMO gap (alpha / beta): 10.328 / 6.484 eV
- Net charge: +1



Density functional theory data (ωB97M-V/def2-TZVPD) for a structure of composition C30H48N6O3RuSSi.

XYZ file:
```
90
Properties=species:S:1:pos:R:3:forces:R:3
Ru 0.28782 0.90740 -0.93159 0.0 0.2 -0.3
N -1.20745 2.01922 0.46409 0.0 0.0 0.0
C -2.57677 1.91419 -0.06813 0.0 0.1 0.0
C -3.68226 2.22619 0.94212 -0.1 0.0 0.1
C -3.53243 1.65384 2.35631 0.0 -0.1 0.0
C -3.48112 0.12550 2.44830 0.0 0.2 0.0
N -4.50771 -0.52135 1.64938 0.0 0.1 0.0
C -5.71283 -0.87226 2.02235 0.0 -0.1 0.0
N -6.57117 -1.31249 1.09109 0.0 0.0 0.0
N -6.12146 -0.80760 3.29924 0.0 0.0 0.0
C -2.73070 0.59303 -0.86367 0.0 0.1 -0.1
O -3.81404 -0.01591 -0.82449 -0.1 -0.1 0.0
O -1.75141 0.27951 -1.58678 0.1 -0.2 0.0
H -1.09979 1.47653 1.31771 0.0 0.0 0.0
H -0.98457 2.97989 0.69952 0.0 0.0 0.0
H -2.64232 2.66647 -0.86154 0.0 0.0 0.0
H -4.62343 1.89429 0.50117 0.0 0.0 0.0
H -3.76383 3.31165 1.04049 0.0 0.0 0.0
H -4.36301 2.03333 2.95699 0.0 0.0 0.0
H -2.62641 2.04004 2.83275 0.0 0.0 0.0
H -3.53441 -0.19998 3.48836 0.0 0.0 0.0
H -2.53041 -0.26142 2.07296 -0.1 0.1 0.0
H -4.31152 -0.44565 0.62375 -0.1 0.0 0.0
H -6.28733 -1.32924 0.12546 0.0 0.0 0.0
H -7.50941 -1.58352 1.32008 0.0 0.0 0.0
H -5.46643 -0.58603 4.02641 0.0 0.0 0.0
H -6.99564 -1.21660 3.57672 0.0 0.0 0.0
C 1.20601 3.10698 -4.10990 0.0 0.0 0.0
N 1.72002 1.80077 -3.79040 0.2 0.0 0.1
C 2.17005 0.87761 -4.68866 -0.1 0.1 0.0
C 2.64660 -0.19271 -3.99928 0.0 -0.1 0.0
N 2.51706 0.07619 -2.67808 0.0 0.2 0.0
C 1.92038 1.35589 -2.45937 -0.1 -0.3 0.2
S 3.06858 2.34550 -1.37352 0.2 0.1 -0.2
H 0.97062 3.15069 -5.17057 0.0 0.0 0.0
H 1.93740 3.88391 -3.87635 0.0 0.0 0.0
H 0.29351 3.29108 -3.53982 0.0 0.0 0.0
H 2.08552 1.02611 -5.75102 0.0 0.0 0.0
H 3.02553 -1.13343 -4.35635 0.0 0.0 0.0
H 2.70763 -0.57913 -1.93469 0.0 0.0 0.0
C 4.03306 5.25446 -0.32816 0.0 0.0 0.0
C 2.73549 5.10634 -1.11525 0.0 0.0 0.0
C 1.76526 6.23781 -0.78794 0.0 0.0 0.0
C 2.06707 3.76407 -0.82700 -0.1 -0.1 0.1
H 4.52525 6.19769 -0.56646 0.0 0.0 0.0
H 4.73322 4.44761 -0.54909 0.0 0.0 0.0
H 3.83080 5.24403 0.74633 0.0 0.0 0.0
H 2.97405 5.14068 -2.18322 0.0 0.0 0.0
H 1.48785 6.21393 0.26951 0.0 0.0 0.0
H 0.84970 6.16765 -1.37977 0.0 0.0 0.0
H 2.21964 7.20897 -0.98559 0.0 0.0 0.0
H 1.09453 3.69556 -1.32167 0.0 0.0 0.0
H 1.88848 3.66702 0.24813 0.0 0.0 0.0
C 3.91636 -1.44975 0.92311 0.0 0.0 0.0
C 2.75407 -2.15341 1.63636 0.0 0.0 0.0
C 3.09438 -3.62164 1.91257 0.0 0.0 0.0
C 2.51682 -1.44445 2.97973 0.1 0.0 0.0
Si 1.17736 -1.96609 0.62007 0.0 0.1 -0.1
O 0.86565 -0.37213 0.45215 -0.1 -0.1 0.2
C -0.26847 -2.77822 1.50363 -0.1 0.0 0.0
C -0.67423 -4.08100 1.20621 -0.1 0.0 0.0
C -1.71712 -4.68690 1.89577 0.0 0.0 0.0
C -2.37634 -3.99618 2.90338 0.0 0.0 0.0
C -1.99096 -2.69862 3.21551 0.0 -0.1 0.0
C -0.95020 -2.09915 2.51918 0.1 -0.1 0.0
C 1.28631 -2.69873 -1.11683 0.0 0.0 0.1
C 0.16607 -2.52424 -1.94181 0.1 0.0 0.0
C 0.16964 -2.94503 -3.26318 0.0 0.0 0.0
C 1.29645 -3.56208 -3.79337 0.0 0.0 0.0
C 2.41400 -3.75600 -2.99513 0.0 0.0 0.0
C 2.40466 -3.32826 -1.67008 0.0 0.0 0.0
H 4.81286 -1.47916 1.55110 0.0 0.0 0.0
H 3.68174 -0.40022 0.72469 0.0 0.0 0.0
H 4.17551 -1.92431 -0.02653 0.0 0.0 0.0
H 3.98192 -3.68703 2.55058 0.0 0.0 0.0
H 3.30492 -4.18407 1.00139 0.0 0.0 0.0
H 2.27756 -4.12854 2.43151 0.0 0.0 0.0
H 3.42474 -1.49907 3.58956 0.0 0.0 0.0
H 1.71119 -1.91267 3.54830 0.0 0.0 0.0
H 2.27202 -0.38964 2.83565 0.0 0.0 0.0
H -0.17422 -4.63129 0.41644 0.0 0.0 0.0
H -2.01329 -5.69844 1.64923 0.0 0.0 0.0
H -3.18050 -4.47193 3.45031 0.0 0.0 0.0
H -2.49093 -2.16751 4.01847 0.0 0.0 0.0
H -0.63881 -1.08961 2.77432 0.0 0.0 0.0
H -0.72721 -2.05002 -1.55152 0.0 0.1 0.0
H -0.70956 -2.79682 -3.87748 0.0 0.0 0.0
H 1.29794 -3.90087 -4.82187 0.0 0.0 0.0
H 3.29035 -4.25043 -3.39619 0.0 0.0 0.0
H 3.28613 -3.50077 -1.06610 0.0 0.0 0.0
```
Positions in Å, forces in eV/Å.

Output
- 2S+1: 6
- Energy relative to the best compared isomer or geometry (same formula, charge and spin): 19.1 kcal/mol
- HOMO (alpha / beta): -8.55 / -10.12 eV
- Strongest force on any atom: 0.34 eV/A
- HOMO-LUMO gap (alpha / beta): 6.475 / 7.090 eV
- Net charge: +1



Density functional theory data (ωB97M-V/def2-TZVPD) for a cluster of 2 separate species, C5H11NO in total.

XYZ file:
```
18
Properties=species:S:1:pos:R:3:forces:R:3
C -2.00236 -1.27187 -1.17191 -0.1 0.0 -0.1
C -1.24035 -0.55201 -0.04903 0.1 0.0 0.1
C -0.11173 0.19966 -0.67700 0.1 -0.1 0.0
N 1.07931 -0.24725 -0.69844 -0.3 0.1 -0.1
C 1.99617 0.46315 -1.49025 0.0 0.2 -0.4
O 1.76763 0.87102 -2.60540 0.1 -0.2 0.5
H -1.39106 -2.08133 -1.58195 -0.1 0.1 0.0
H -2.94174 -1.69366 -0.80513 0.1 0.0 0.0
H -2.23679 -0.58239 -1.99071 0.0 -0.1 0.1
H -1.90602 0.14292 0.47739 0.1 -0.1 -0.1
H -0.84493 -1.27143 0.67416 0.0 0.1 -0.1
H -0.36776 1.13315 -1.19970 0.1 -0.1 0.1
H 2.98250 0.57269 -1.00956 -0.1 0.0 -0.1
C 1.04580 0.86300 2.42759 0.0 0.0 0.0
H -0.03113 0.70666 2.32474 0.2 0.0 0.0
H 1.28650 1.02654 3.48006 0.0 0.0 -0.1
H 1.57343 -0.01594 2.05191 -0.1 0.1 0.1
H 1.34253 1.73708 1.84324 0.0 -0.1 0.1
```
Positions in Å, forces in eV/Å.

Output
- 2S+1: 1
- Energy relative to the best compared isomer or geometry (same formula, charge and spin): 32.6 kcal/mol
- HOMO: -10.00 eV
- Strongest force on any atom: 0.55 eV/A
- HOMO-LUMO gap: 10.479 eV
- Net charge: 0